Entry 1:
Below is 2 unconnected molecules or ions with the total composition C4H10O2 in a non-equilibrium geometry, with properties calculated with wB97M-V/def2-TZVPD.

Each line ends with the natural charge from an NBO analysis.
Atoms and positions in Å:
C: 1.327925 -1.034563 -1.958062  -0.54
H: -0.549290 -1.283771 -3.545002  0.48
O: -1.498777 2.096057 1.400486  -0.72
C: -0.201997 1.557380 1.605088  -0.06
C: 0.214209 -1.731695 -1.836617  0.16
H: 0.422849 2.050743 2.352309  0.15
H: 2.110101 -1.223241 -1.235387  0.21
H: 0.363742 1.593102 0.663137  0.15
H: -0.551200 -0.455826 1.002180  0.21
H: 1.500736 -0.404605 -2.818762  0.19
H: 0.610802 -0.325598 2.193319  0.20
O: -0.824348 -1.659145 -2.701637  -0.68
C: -0.379180 0.076185 1.932778  -0.62
H: -0.067817 -2.140448 -0.883614  0.18
H: -1.043679 -0.108302 2.768778  0.22
H: -1.434077 2.993727 1.061007  0.47

Cartesian forces, eV/Å:
C 0.695 -0.524 -0.019
H 0.141 0.061 0.104
O 0.045 0.305 0.310
C 0.086 -0.950 -0.698
C -0.560 1.445 0.141
H -0.442 0.329 0.281
H 0.036 0.409 -0.010
H 0.019 0.147 0.084
H -0.988 -0.155 0.122
H 0.243 -0.027 -0.086
H -0.086 0.191 0.347
O -0.503 -0.525 -0.082
C 1.655 0.274 -0.256
H -0.054 -0.834 -0.028
H -0.353 -0.112 -0.245
H 0.069 -0.035 0.035

The total energy comes out at -8403.594 eV. The value obtained for the LUMO energy is 0.03233 hartree. The HOMO energy comes out at -9.203 eV. The energy above the lowest of the compared OMol25 structures with the same formula, charge and spin comes out at 188.44 kJ/mol. For the gap between HOMO and LUMO, the calculation gives 10.083 eV. As for the maximum force: 1.70 eV Å⁻¹. As for the charge: 0.



Entry 2:
Below is a single C4H10O2 molecule, with properties calculated with wB97M-V/def2-TZVPD.

Each line ends with the natural charge from an NBO analysis.
Atoms and positions in Å:
H: -1.953223 -1.039335 -1.803235  0.16
C: -2.361554 -0.525528 -0.917199  -0.25
H: -0.355798 1.170181 -0.726322  0.17
H: 0.433861 -0.528612 1.559682  0.17
H: -3.197154 -1.112748 -0.527655  0.19
H: 2.888501 -0.145475 1.227486  0.22
C: 0.799496 0.190450 0.810300  0.07
H: 0.196699 -0.452975 -1.193242  0.16
H: 2.206240 -1.224221 -0.012865  0.21
O: 0.888777 1.489213 1.377402  -0.72
H: 0.015260 1.718982 1.718382  0.47
C: -0.195683 0.144313 -0.353250  -0.09
O: -1.404494 -0.421113 0.105648  -0.54
H: 2.566764 0.473125 -0.408088  0.21
C: 2.202487 -0.199420 0.377306  -0.62
H: -2.730177 0.463163 -1.234351  0.16

Cartesian forces, eV/Å:
H -0.036 0.072 0.178
C -0.260 -0.049 -0.198
H 0.013 -0.145 0.038
H 0.082 0.119 -0.093
H 0.103 0.130 -0.057
H -0.095 0.017 -0.136
C 0.093 -0.327 -0.225
H -0.035 0.020 0.154
H 0.008 0.193 0.079
O -0.265 0.098 0.177
H 0.145 0.029 -0.007
C 0.199 0.080 -0.087
O -0.003 0.044 0.019
H -0.062 -0.075 0.128
C 0.035 -0.063 -0.031
H 0.078 -0.144 0.061

The total energy comes out at -8404.414 eV. The value obtained for the LUMO energy is 0.03555 hartree. The HOMO energy comes out at -9.971 eV. The energy above the lowest of the compared OMol25 structures with the same formula, charge and spin comes out at 109.28 kJ/mol. For the gap between HOMO and LUMO, the calculation gives 10.938 eV. As for the maximum force: 0.41 eV Å⁻¹. As for the charge: 0.



Entry 3:
Below is 3 unconnected molecules or ions with the total composition C4H10O2 in a non-equilibrium geometry, with properties calculated with wB97M-V/def2-TZVPD.

Each line ends with the natural charge from an NBO analysis.
Atoms and positions in Å:
C: 2.087983 -1.868422 0.553563  -0.87
O: -0.461752 -1.257633 1.944123  -0.87
H: 0.272563 2.293509 -0.489214  0.19
H: -1.655638 1.530054 0.852774  0.22
H: 2.933598 -2.483993 0.234645  0.20
H: -2.012439 2.212286 -1.353715  0.24
H: -1.707956 0.378637 -1.908977  0.26
H: 1.531444 -1.617105 -0.355111  0.22
C: -1.458189 1.283257 -1.378716  -0.17
H: 1.255860 -2.358035 1.054335  0.25
H: -0.852347 -0.126238 0.874286  0.34
H: -0.937907 -1.693643 2.671025  0.44
C: -0.148338 1.286380 -0.671928  0.01
H: 2.447621 -0.982842 1.072124  0.21
O: 0.700908 0.567464 -1.353886  -0.30
C: -1.086433 0.798565 0.283560  -0.36

Cartesian forces, eV/Å:
C -0.565 -0.111 -1.051
O 0.201 0.199 -0.252
H -0.418 0.295 -0.473
H 0.576 0.480 -0.080
H -0.256 -0.213 0.378
H 0.116 -0.059 -0.797
H 0.095 0.412 -0.643
H 0.555 0.600 -0.198
C -2.258 -2.426 1.818
H 0.722 -0.353 0.803
H -0.756 -1.719 -0.433
H -0.215 0.481 -0.257
C 4.925 1.727 2.447
H -0.229 -0.027 0.025
O -1.425 -0.097 -0.342
C -1.068 0.810 -0.948

The total energy comes out at -8395.338 eV. The value obtained for the LUMO energy is -0.16722 hartree. The HOMO energy comes out at -8.656 eV. The energy above the lowest of the compared OMol25 structures with the same formula, charge and spin comes out at 985.02 kJ/mol. For the gap between HOMO and LUMO, the calculation gives 4.106 eV. As for the maximum force: 5.76 eV Å⁻¹. As for the charge: 0.